Record 1
16
Properties=species:S:1:pos:R:3:forces:R:3 method="wB97M-V/def2-TZVPD" de_lowest_kcal_mol=118.9 energy_ha=-413.18596 e_lumo_ev="-4.26 / -4.54" charge=+1 s2=0.758 homo_lumo_gap_ev="7.6 / 7.3" multiplicity=2
O -2.306 1.311 -0.086 -0.571 0.755 -0.344
C -1.327 0.504 -0.048 0.520 -0.865 -0.288
Sr 2.315 0.325 -0.352 1.057 0.335 0.078
O -0.199 0.753 -0.423 0.159 -0.044 0.393
C -3.692 0.818 -0.005 -2.261 -0.216 0.357
H -4.113 1.347 0.856 0.043 -0.005 -0.430
H -4.149 1.120 -0.954 0.199 0.163 0.378
C -3.688 -0.686 0.177 -0.119 -0.645 0.083
H -3.590 -1.006 -0.877 2.480 -0.496 0.388
H -3.785 -1.866 0.317 -2.792 1.866 -0.200
O 4.499 0.374 -0.097 -1.884 -0.263 -0.212
C 5.645 -0.395 0.026 0.953 -0.151 0.149
H 5.642 -1.011 0.947 0.000 0.205 -0.261
H 5.783 -1.089 -0.826 -0.040 0.210 0.209
H 6.548 0.244 0.070 -0.248 -0.254 -0.014
H -3.584 -0.743 1.276 2.505 -0.596 -0.286


Record 2
89
Properties=species:S:1:pos:R:3:forces:R:3 method="wB97M-V/def2-TZVPD" de_lowest_kcal_mol=19.8 energy_ha=-4912.27261 e_lumo_ev="3.95 / 3.03" charge=-2 s2=8.833 homo_lumo_gap_ev="3.7 / 5.5" multiplicity=6
Ir -0.649 -0.835 -0.131 0.315 -0.164 -0.717
C 4.156 1.246 -3.281 0.052 0.046 -0.015
C 4.575 -0.039 -2.948 -0.054 -0.020 0.013
C 3.648 -0.978 -2.525 0.034 -0.003 0.038
C 2.298 -0.642 -2.417 -0.055 -0.109 -0.004
C 1.891 0.640 -2.760 0.123 -0.018 -0.102
C 2.816 1.582 -3.195 -0.038 -0.024 0.008
P 1.053 -1.828 -1.766 0.331 0.143 0.063
C 1.307 -3.273 -2.864 -0.151 0.057 -0.075
C 1.005 -4.550 -2.390 0.052 -0.006 -0.004
C 1.072 -5.649 -3.231 -0.001 0.008 0.004
C 1.423 -5.487 -4.566 0.002 -0.028 0.001
C 1.704 -4.219 -5.053 -0.012 0.019 0.039
C 1.643 -3.118 -4.208 0.014 -0.022 -0.039
C 1.770 -2.330 -0.178 -0.002 0.065 -0.049
C 2.874 -3.116 0.120 0.043 0.001 0.063
C 3.242 -3.272 1.450 -0.034 0.021 -0.030
C 2.487 -2.645 2.440 0.033 -0.017 0.014
C 1.366 -1.888 2.124 -0.071 -0.027 -0.007
C 0.967 -1.706 0.793 0.030 -0.216 0.283
H 4.880 1.981 -3.613 -0.002 -0.005 -0.007
H 5.622 -0.308 -3.020 0.006 0.002 -0.002
H 3.975 -1.979 -2.270 0.003 0.007 0.004
H 0.846 0.899 -2.706 -0.127 0.044 0.034
H 2.475 2.574 -3.465 0.004 -0.002 -0.012
H 0.721 -4.679 -1.351 -0.006 0.009 0.002
H 0.839 -6.634 -2.844 0.004 -0.005 -0.010
H 1.466 -6.346 -5.225 0.001 -0.001 -0.004
H 1.962 -4.079 -6.095 0.002 0.000 -0.002
H 1.853 -2.130 -4.601 -0.014 -0.001 0.006
H 3.433 -3.610 -0.668 0.004 0.001 -0.006
H 4.101 -3.878 1.716 0.004 -0.001 0.002
H 2.768 -2.766 3.481 -0.005 0.004 0.005
H 0.779 -1.461 2.927 -0.006 -0.008 0.002
O -0.590 2.116 -0.372 -0.135 0.061 0.180
C -1.038 2.426 -1.672 0.074 -0.075 0.188
C -1.439 1.578 -2.709 0.073 0.200 -0.159
C -1.369 2.173 -4.005 -0.014 -0.068 0.002
C -1.599 1.437 -5.162 -0.027 -0.002 0.059
C -1.896 0.054 -5.033 0.034 -0.003 0.034
C -2.023 -0.512 -3.781 -0.031 -0.015 -0.137
C -1.866 0.217 -2.593 -0.013 -0.133 0.149
O -2.168 -0.341 -1.428 -0.199 0.087 0.087
N -1.519 2.028 -6.411 0.047 -0.019 0.026
O -1.249 3.281 -6.490 0.014 0.062 -0.001
O -1.695 1.304 -7.456 -0.029 -0.035 -0.050
H -0.856 3.477 -1.835 -0.003 -0.009 -0.052
H -1.091 3.212 -4.114 0.015 -0.003 0.005
H -2.026 -0.522 -5.938 -0.020 -0.002 0.007
H -2.285 -1.559 -3.677 -0.011 0.002 0.003
C -0.311 0.974 0.149 -0.080 0.046 -0.272
Ge -0.006 2.119 2.944 0.222 0.262 0.166
C -0.369 3.720 4.065 -0.160 0.099 0.036
C -1.650 3.929 4.577 -0.034 0.012 -0.010
C -1.930 4.999 5.418 0.016 0.001 -0.009
C -0.926 5.893 5.759 -0.010 0.008 0.017
C 0.355 5.704 5.259 0.013 0.003 -0.018
C 0.627 4.630 4.422 0.009 -0.028 0.044
C 0.480 0.781 4.291 -0.049 -0.166 0.053
C -0.522 0.097 4.979 0.003 -0.064 -0.037
C -0.207 -0.814 5.978 -0.016 -0.003 -0.010
C 1.120 -1.057 6.304 0.022 -0.016 0.012
C 2.127 -0.385 5.628 -0.003 0.001 -0.013
C 1.808 0.524 4.628 0.019 0.064 0.049
C 1.552 2.545 1.848 0.034 0.022 -0.143
C 2.418 1.537 1.411 -0.042 -0.016 -0.028
C 3.433 1.809 0.507 0.001 -0.018 -0.005
C 3.597 3.096 0.013 0.026 0.002 -0.004
C 2.737 4.104 0.421 -0.023 0.025 0.008
C 1.718 3.827 1.325 0.040 0.000 0.014
H -2.451 3.247 4.312 0.009 -0.016 -0.015
H -2.934 5.135 5.801 -0.006 0.005 0.002
H -1.139 6.733 6.410 -0.002 0.000 0.002
H 1.147 6.396 5.522 0.004 0.002 0.005
H 1.637 4.496 4.054 0.029 -0.013 -0.043
H -1.560 0.245 4.707 -0.008 0.010 -0.015
H -0.999 -1.347 6.489 0.000 -0.004 -0.007
H 1.368 -1.778 7.074 -0.001 0.004 -0.002
H 3.167 -0.575 5.868 0.003 -0.007 0.002
H 2.609 1.032 4.104 -0.006 0.008 -0.023
H 2.266 0.513 1.730 0.002 -0.018 0.051
H 4.067 1.002 0.157 0.006 0.008 -0.014
H 4.376 3.304 -0.711 -0.007 -0.009 -0.013
H 2.839 5.103 0.015 0.004 0.003 0.005
H 1.032 4.619 1.602 -0.024 0.017 0.024
F -3.136 -2.047 0.743 0.085 0.016 0.047
C -2.010 -1.467 1.276 -0.351 -0.023 0.458
F -2.523 -0.467 2.091 0.074 -0.070 -0.086
F -1.572 -2.405 2.194 -0.056 0.057 -0.064